{
  "formula": "C6H6CaN2O3",
  "method": "the ωB97M-V functional and the def2-TZVPD basis",
  "de_lowest_kj_mol": 4.62,
  "largest_force_ev_per_a": 5.7,
  "energy_ev": -33864.050,
  "lumo_ev": -8.50,
  "homo_ev": -16.93,
  "total_charge": 2,
  "species": ["O", "C", "Ca", "C", "C", "O", "O", "C", "N", "C", "C", "N", "H", "H", "H", "H", "H", "H"],
  "xyz": [[0.00, 3.19, -3.95], [0.00, 2.11, -3.57], [0.00, 0.00, -2.43], [1.82, -1.05, -3.57], [-1.82, -1.05, -3.57], [2.76, -1.59, -3.94], [-2.76, -1.59, -3.95], [-1.09, 0.70, 2.70], [0.00, 0.00, 2.05], [1.09, -0.70, 2.70], [0.00, 0.00, 0.80], [0.01, -0.03, -0.37], [-0.92, 0.59, 3.76], [-2.06, 0.26, 2.39], [-1.09, 1.77, 2.40], [1.09, -1.77, 2.40], [2.06, -0.26, 2.40], [0.92, -0.59, 3.76]],
  "lowdin_charge": [0.1810, 0.0094, 1.1647, 0.0079, 0.0070, 0.1829, 0.1828, 0.0243, -0.1636, 0.0259, -0.2646, -0.0422, 0.1047, 0.1185, 0.1184, 0.1189, 0.1189, 0.1051]
}

***

{
  "formula": "C6H6Cl2",
  "method": "the ωB97M-V functional and the def2-TZVPD basis",
  "de_lowest_kj_mol": 131.92,
  "largest_force_ev_per_a": 5.6,
  "smiles": "ClC1=CC[C@H](Cl)C=C1",
  "energy_ev": -31362.260,
  "lumo_ev": 0.42,
  "homo_ev": -8.71,
  "species": ["Cl", "C", "C", "C", "C", "Cl", "C", "C", "H", "H", "H", "H", "H", "H"],
  "xyz": [[-2.91, -0.83, -0.69], [-1.40, -0.20, -0.15], [-0.89, 0.87, -0.69], [0.61, 1.16, -0.39], [1.30, -0.13, 0.10], [1.38, -1.38, -1.22], [0.46, -0.94, 1.07], [-0.87, -0.88, 0.88], [-1.26, 1.58, -1.48], [0.80, 2.08, 0.26], [0.93, 1.61, -1.43], [2.37, 0.04, 0.51], [0.97, -1.42, 1.80], [-1.49, -1.55, 1.43]],
  "lowdin_charge": [0.6998, -0.7751, -0.1228, -0.1934, -0.6206, 0.6235, -0.1226, -0.1880, 0.1307, 0.1251, 0.1403, 0.1302, 0.0719, 0.1010]
}

***

{
  "formula": "C6H6Cl2GdN2O3Pr",
  "method": "the ωB97M-V functional and the def2-TZVPD basis",
  "multiplicity": 10,
  "largest_force_ev_per_a": 12.4,
  "energy_ev": -75340.198,
  "lumo_ev": [-18.76, -19.40],
  "homo_ev": [-23.49, -23.43],
  "total_charge": 4,
  "s2": 25.144,
  "species": ["Gd", "Pr", "Cl", "Cl", "C", "C", "C", "O", "O", "O", "C", "N", "C", "C", "N", "H", "H", "H", "H", "H", "H"],
  "xyz": [[-1.71, -1.40, -2.87], [0.72, 2.88, -1.84], [-3.03, -0.54, -0.86], [-1.65, 3.58, -2.34], [2.44, 2.82, 0.27], [0.61, -1.65, -2.38], [0.04, 0.10, -2.96], [2.89, 2.56, 1.31], [1.74, -1.91, -2.17], [0.98, 0.92, -3.12], [-1.26, -0.28, 2.32], [-0.22, -0.49, 1.30], [0.58, -1.73, 1.35], [0.01, 0.43, 0.45], [0.00, 1.40, -0.26], [-1.16, -1.07, 3.07], [-2.27, -0.22, 1.88], [-1.09, 0.70, 2.78], [0.34, -2.41, 0.49], [1.65, -1.45, 1.27], [0.37, -2.24, 2.31]],
  "lowdin_spin": [6.7616, 2.0318, 0.3040, -0.0278, -0.0034, -0.0313, -0.0351, 0.0003, -0.0101, -0.0123, 0.0050, 0.0090, 0.0018, 0.0007, 0.0004, 0.0002, 0.0029, 0.0010, 0.0008, 0.0006, 0.0001]
}

***

{
  "formula": "C6H6Cl2PS",
  "method": "the ωB97M-V functional and the def2-TZVPD basis",
  "de_lowest_kj_mol": 68.08,
  "largest_force_ev_per_a": 5.8,
  "energy_ev": -51481.076,
  "lumo_ev": -5.62,
  "homo_ev": -13.55,
  "total_charge": 1,
  "species": ["C", "C", "C", "C", "C", "C", "P", "S", "Cl", "Cl", "H", "H", "H", "H", "H", "H"],
  "xyz": [[0.85, 1.86, 1.22], [1.54, 1.08, 0.23], [-0.53, 1.63, 1.33], [0.97, 0.09, -0.42], [-1.17, 0.67, 0.56], [-0.44, -0.15, -0.26], [-1.11, -1.75, -1.02], [0.44, -3.05, -0.51], [-2.84, -2.24, -0.25], [-1.38, -1.61, -3.24], [1.34, 2.61, 1.99], [2.66, 1.34, 0.05], [-0.98, 2.14, 2.24], [1.55, -0.41, -1.26], [-2.23, 0.48, 0.75], [1.34, -2.69, -1.42]],
  "lowdin_charge": [-0.0181, -0.0957, -0.0678, -0.1661, -0.1078, -0.3999, 0.0462, 0.5736, 0.4622, 0.2260, 0.1588, 0.1556, 0.1390, 0.1225, 0.1053, -0.1338]
}

***

{
  "formula": "C6H6Cl3NP2",
  "method": "the ωB97M-V functional and the def2-TZVPD basis",
  "de_lowest_kj_mol": 0.00,
  "largest_force_ev_per_a": 2.2,
  "smiles": "NP1(Cl)(Cl)c2ccccc2P1Cl",
  "energy_ev": -63955.773,
  "lumo_ev": -0.44,
  "homo_ev": -8.59,
  "species": ["N", "P", "Cl", "Cl", "C", "C", "C", "C", "C", "C", "P", "Cl", "H", "H", "H", "H", "H", "H"],
  "xyz": [[1.56, -1.50, 1.86], [1.77, -0.65, 0.41], [3.88, -0.52, 0.87], [1.92, -2.01, -1.05], [-0.06, -0.19, 0.07], [-1.30, -0.80, 0.16], [-2.40, -0.18, -0.44], [-2.28, 1.02, -1.11], [-1.04, 1.63, -1.22], [0.05, 1.01, -0.64], [1.77, 1.49, -0.87], [2.05, 2.80, 0.59], [0.62, -1.76, 2.12], [2.31, -1.99, 2.31], [-1.43, -1.74, 0.66], [-3.36, -0.67, -0.39], [-3.14, 1.48, -1.57], [-0.91, 2.57, -1.75]],
  "lowdin_charge": [-0.1983, -0.0140, 0.1015, 0.3073, -0.3894, -0.0843, -0.0756, -0.0774, -0.0995, -0.5905, 0.4723, 0.1683, 0.0409, 0.0215, 0.1025, 0.1044, 0.1050, 0.1054]
}

***

{
  "formula": "C6H6ClF2N",
  "method": "the ωB97M-V functional and the def2-TZVPD basis",
  "de_lowest_kj_mol": 0.00,
  "largest_force_ev_per_a": 4.1,
  "smiles": "C[C@]1(Cl)[C@H](C#N)CC1(F)F",
  "energy_ev": -25765.568,
  "lumo_ev": 0.78,
  "homo_ev": -10.95,
  "species": ["C", "C", "Cl", "C", "C", "N", "C", "C", "F", "F", "H", "H", "H", "H", "H", "H"],
  "xyz": [[0.94, 0.71, -1.19], [-0.01, 0.81, -0.07], [-0.15, 2.50, 0.39], [0.24, -0.28, 1.17], [1.55, -0.83, 1.13], [2.61, -1.24, 1.03], [-0.90, -1.11, 0.56], [-1.38, 0.10, -0.36], [-2.39, 0.78, 0.25], [-1.70, -0.11, -1.58], [1.54, -0.17, -1.08], [1.63, 1.54, -1.35], [0.37, 0.51, -2.17], [0.04, 0.18, 2.05], [-0.58, -1.99, 0.06], [-1.80, -1.40, 1.16]],
  "lowdin_charge": [-0.1039, -0.7078, 0.7291, -0.1988, -0.2116, 0.1845, 0.0059, -0.5696, 0.0685, 0.1648, 0.0588, 0.0869, 0.1262, 0.1083, 0.1167, 0.1420]
}